No. 1
The following is a quantum chemistry calculation of a 2-piece molecular cluster, C3H6O overall, from OMol25.

Energy relative to the best compared isomer or geometry (same formula, charge and spin) ... 4.003 eV
Largest force on an atom ... 5.08 eV/Å
LUMO ... -0.034 hartree
E_tot ... -5251.6913 eV

Element x y z (Å)
O 2.054 1.408 -0.449
C 1.015 0.780 -0.571
C 0.191 0.341 0.532
C -1.090 -0.451 0.324
H 0.569 0.555 -1.563
H 0.931 -0.926 -0.537
H 0.623 0.248 1.525
H -1.511 -0.193 -0.652
H -0.904 -1.517 0.341
H -1.877 -0.243 1.050

Results of the Mulliken charge analysis, in e, for atoms 1 through 8: -0.59, -0.11, -0.04, -1.12, 0.32, 0.20, 0.31, 0.33

No. 2
The following is a quantum chemistry calculation of a 2-piece molecular cluster, C3H6O2 overall, from OMol25.

Energy relative to the best compared isomer or geometry (same formula, charge and spin) ... 3.326 eV
Largest force on an atom ... 0.60 eV/Å
LUMO ... 0.026 hartree
SMILES string ... O=C[C@@H]1CO1.[H][H]
E_tot ... -7300.3518 eV

Element x y z (Å)
O -1.464 0.882 -1.073
C -1.093 0.823 0.072
C -0.497 -0.398 0.713
C 0.943 -0.681 0.725
O 0.051 -1.391 -0.118
H -1.208 1.689 0.758
H -1.090 -0.761 1.557
H 1.349 -1.247 1.564
H 1.645 -0.020 0.217
H 0.484 0.482 -2.199
H 1.190 0.690 -2.313

Results of the Mulliken charge analysis, in e, for atoms 1 through 8: -0.43, -0.14, 0.12, -0.28, -0.36, 0.31, 0.33, 0.26

No. 3
The following is a quantum chemistry calculation of a 2-piece molecular cluster, C3H6O2 overall, from OMol25.

Energy relative to the best compared isomer or geometry (same formula, charge and spin) ... 1.632 eV
Largest force on an atom ... 1.53 eV/Å
LUMO ... 0.028 hartree
SMILES string ... O=CO.C=C
E_tot ... -7302.0461 eV

Element x y z (Å)
O -1.036 -2.083 -1.609
C -1.413 -1.993 -0.481
O -1.745 -3.066 0.274
H -1.471 -1.023 0.045
H -1.153 -3.791 0.093
C 2.461 3.478 0.304
C 1.733 3.777 1.373
H 2.803 2.477 0.131
H 2.766 4.242 -0.403
H 1.400 3.107 2.156
H 1.516 4.811 1.637

Results of the Mulliken charge analysis, in e, for atoms 1 through 8: -0.44, 0.25, -0.43, 0.29, 0.32, -0.40, -0.47, 0.22

No. 4
The following is a quantum chemistry calculation of an isolated molecule of C3H6O2, from OMol25.

Energy relative to the best compared isomer or geometry (same formula, charge and spin) ... 4.787 eV
Largest force on an atom ... 0.59 eV/Å
LUMO ... 0.013 hartree
E_tot ... -7298.8909 eV

Element x y z (Å)
C -1.580 0.236 0.217
C 0.092 -1.032 0.178
O -0.426 -0.113 1.033
C 1.312 -0.427 -0.431
O 1.664 0.886 -0.097
H -2.362 -0.520 0.313
H -1.320 0.357 -0.849
H -1.853 1.210 0.601
H 1.151 -0.497 -1.520
H 2.096 -1.167 -0.196
H 1.226 1.068 0.751

Results of the Mulliken charge analysis, in e, for atoms 1 through 8: -0.57, -0.37, -0.22, -0.16, -0.49, 0.28, 0.31, 0.27

No. 5
The following is a quantum chemistry calculation of an isolated molecule of C3H6O2, from OMol25.

Energy relative to the best compared isomer or geometry (same formula, charge and spin) ... 3.435 eV
Largest force on an atom ... 18.05 eV/Å
LUMO ... 0.029 hartree
SMILES string ... COC(C)=O
E_tot ... -7300.2430 eV

Element x y z (Å)
C -0.107 1.544 -0.339
O -0.429 0.398 -1.085
C -0.004 -0.813 -0.741
C 0.135 -1.133 0.789
O 0.373 -1.622 -1.589
H 0.845 1.449 -0.226
H -0.362 2.549 -0.972
H -0.771 1.532 0.650
H -0.783 -1.044 1.376
H 0.709 -0.643 1.170
H 0.393 -2.217 0.966

Results of the Mulliken charge analysis, in e, for atoms 1 through 8: -0.67, -0.31, 0.72, -1.28, -0.55, 0.42, 0.20, 0.24

No. 6
The following is a quantum chemistry calculation of an isolated molecule of C3H6O2, from OMol25.

Energy relative to the best compared isomer or geometry (same formula, charge and spin) ... 3.158 eV
Largest force on an atom ... 1.72 eV/Å
LUMO ... 0.037 hartree
SMILES string ... OC[C@H]1CO1
E_tot ... -7300.5199 eV

Element x y z (Å)
O 1.266 1.448 -0.139
C 1.065 0.211 0.683
C -0.007 -0.316 -0.203
C -1.367 -0.840 -0.251
O -1.138 0.555 -0.297
H 0.370 1.784 -0.396
H 1.921 -0.496 0.616
H 0.932 0.374 1.765
H 0.558 -0.299 -1.135
H -1.997 -1.143 0.577
H -1.603 -1.279 -1.221

Results of the Mulliken charge analysis, in e, for atoms 1 through 8: -0.54, -0.31, 0.02, -0.27, -0.45, 0.36, 0.25, 0.27

No. 7
The following is a quantum chemistry calculation of a 2-piece molecular cluster, C3H6O2 overall, from OMol25.

Energy relative to the best compared isomer or geometry (same formula, charge and spin) ... 2.584 eV
Largest force on an atom ... 3.56 eV/Å
LUMO ... 0.013 hartree
E_tot ... -7301.0942 eV

Element x y z (Å)
C -1.175 -0.670 -0.036
C 1.322 -0.053 -0.349
C -0.058 0.283 0.141
O -2.322 -0.285 -0.085
O -0.410 1.569 0.085
H -0.903 -1.736 -0.055
H 1.347 0.033 -1.438
H 1.591 -1.066 -0.064
H 2.045 0.645 0.067
H -0.048 -0.326 1.676
H -1.389 1.605 0.058

Results of the Mulliken charge analysis, in e, for atoms 1 through 8: 0.03, -1.07, 0.23, -0.55, -0.48, 0.35, 0.31, 0.34

No. 8
The following is a quantum chemistry calculation of a 2-piece molecular cluster, C3H6O2 overall, from OMol25.

Energy relative to the best compared isomer or geometry (same formula, charge and spin) ... 5.462 eV
Largest force on an atom ... 2.34 eV/Å
LUMO ... 0.025 hartree
SMILES string ... O=C[C@@H]1CO1.[H][H]
E_tot ... -7298.2161 eV

Element x y z (Å)
O -1.823 0.649 -1.053
C -1.024 0.763 -0.146
C -0.077 -0.251 0.280
C 1.170 -0.761 0.862
O 0.478 -1.389 -0.242
H -0.974 1.603 0.568
H -1.156 -0.341 0.914
H 1.034 -1.250 1.825
H 2.202 -0.462 0.645
H -0.137 0.802 -1.981
H 0.588 0.783 -1.812

Results of the Mulliken charge analysis, in e, for atoms 1 through 8: -0.53, -0.14, 0.28, -0.19, -0.37, 0.32, 0.12, 0.23

LUMO of number 8 (C3H6O2)?
0.025 hartree